C4H9NOS | ωB97M-V with the def2-TZVPD basis set

```
16
Properties=species:S:1:pos:R:3:lowdin_charge:R:1
H -3.100 -0.444 0.968 -0.06
C 1.971 1.420 -0.423 0.02
H -0.964 -0.603 1.914 0.03
H 0.242 2.304 -0.994 0.07
C -0.260 0.581 0.206 -0.42
N -2.824 -0.727 0.049 -0.45
H 0.196 -2.687 -0.233 0.08
H 1.701 -2.384 -0.649 0.00
C -0.247 0.050 1.438 -0.03
O 0.817 -2.170 -0.818 -0.06
H 2.568 0.517 -0.186 0.08
H 2.507 2.198 -0.911 0.04
S -2.115 0.507 -0.587 0.89
H 0.601 0.033 2.249 0.11
H -1.739 -0.130 -1.590 -0.08
C 0.644 1.535 -0.432 -0.21
```

Calculated values
HOMO level: -8.133 eV
charge: 0
ΔE to the lowest compared entry with this formula, charge and spin: 519.9 kJ/mol
orbital gap: 0.3193 Eh


C2H8ClN2OP | ωB97M-V with the def2-TZVPD basis set

```
15
Properties=species:S:1:pos:R:3:lowdin_charge:R:1
O -0.309 0.524 -2.406 -0.54
Cl -0.539 -1.909 -0.815 0.06
H 2.559 0.203 -2.110 0.07
C 2.641 0.383 -1.096 0.02
N -3.744 0.368 0.869 0.01
H 2.628 -0.002 1.513 0.07
H -3.167 -0.347 0.464 -0.04
H -4.495 0.621 0.273 -0.01
C 1.686 -0.011 1.034 -0.14
N 1.639 0.267 -0.370 -0.25
P -0.457 0.233 -0.989 0.48
H 3.626 0.062 -0.723 0.11
H 0.858 0.645 1.454 0.10
H -4.196 -0.039 1.710 0.02
H 1.272 -0.997 1.190 0.05
```

Calculated values
HOMO level: -9.232 eV
charge: 0
ΔE to the lowest compared entry with this formula, charge and spin: 172.5 kJ/mol
orbital gap: 0.3392 Eh


C33H102IN3O23S | ωB97M-V with the def2-TZVPD basis set

```
163
Properties=species:S:1:pos:R:3:lowdin_charge:R:1
H -13.774 0.327 0.585 0.07
C -3.225 1.134 2.877 -0.22
H 3.220 1.338 5.398 0.08
O 5.915 3.165 -4.783 -0.13
O -8.568 -0.181 1.212 -0.13
C 0.234 1.473 -2.996 -0.08
H 1.200 4.710 3.886 0.09
C 1.711 1.255 -3.431 -0.19
C 4.631 3.171 -5.398 -0.15
C -3.743 -1.979 0.655 -0.40
O -5.378 -1.521 4.842 -0.14
C 3.755 2.269 5.606 -0.17
H 0.763 2.145 1.033 0.09
H -4.700 -1.866 5.426 0.08
O 1.779 4.352 3.206 -0.14
H -0.143 -2.713 -4.699 0.07
H -6.602 3.692 3.740 0.06
H -8.960 -0.497 5.683 0.07
O -0.579 2.527 -0.988 -0.19
H 4.346 -1.124 -0.210 0.07
H -9.776 -3.849 4.600 0.05
H 4.660 3.783 -6.303 0.08
H 8.188 -3.130 -3.030 0.06
H -8.543 -3.903 2.050 0.08
C 1.539 5.065 1.996 -0.12
H -9.741 0.360 -0.400 0.08
C -3.203 -0.969 -0.397 -0.13
H -4.257 -3.488 -0.790 0.12
H -2.634 2.050 3.106 0.13
H 10.918 -2.183 0.603 0.08
H -12.755 -1.713 0.904 0.06
H -2.737 0.238 3.334 0.13
H 11.408 -2.209 -1.649 0.07
O -1.987 3.561 0.815 -0.33
C -9.799 -0.253 0.503 -0.15
C -0.077 1.224 -1.444 -0.34
O 2.836 3.351 5.679 -0.13
H -10.283 -3.705 2.370 0.08
H -4.406 1.707 4.575 0.09
C 2.211 -0.233 -3.446 -0.17
H -8.226 4.428 3.594 0.08
H -13.651 -2.276 -0.527 0.08
H -1.338 0.935 1.738 0.11
C 4.020 -1.579 -2.222 -0.27
H -7.299 -2.007 4.305 0.06
H 3.910 3.589 -4.697 0.07
O 4.824 -2.906 -6.211 -0.12
H 7.897 -1.194 -4.417 0.03
C 1.192 0.941 -0.587 -0.16
H 1.711 -0.904 -2.726 0.09
H 3.953 0.566 -2.266 0.09
C 7.619 -4.048 -3.168 -0.12
H 6.470 0.761 2.777 0.07
H 3.223 -2.338 -0.455 0.06
H 9.783 -1.196 -0.364 0.08
O 7.876 4.383 -0.262 -0.13
H -8.054 2.398 2.520 0.07
H 7.947 -4.541 -4.087 0.08
O -3.181 2.565 -1.019 -0.28
H 2.205 -0.183 1.975 0.06
C 6.507 0.331 4.671 -0.16
C 2.190 0.872 1.628 -0.11
H 9.322 -2.831 0.162 0.08
C -7.659 3.586 4.000 -0.16
H -6.876 -2.376 5.992 0.08
H 2.402 3.401 4.821 0.02
H -5.526 -2.425 1.298 0.07
C -1.793 -0.316 -0.048 -0.58
C -13.671 -1.591 0.319 -0.16
C -3.606 -3.435 0.116 -0.27
H -3.065 -1.547 -1.344 0.12
H 4.860 -0.886 -5.780 0.06
H 9.926 -1.351 -3.350 0.05
H 7.759 5.212 -2.158 0.08
C 4.636 3.296 -1.284 -0.16
C 8.389 4.529 -1.581 -0.16
H 4.488 2.457 4.819 0.07
H 10.084 -1.187 -5.127 0.08
H -3.952 -0.186 -0.652 0.14
H 2.468 -3.501 -5.460 0.06
H -3.358 -1.838 1.684 0.11
H 3.598 3.179 -1.607 0.06
O -10.507 -1.829 5.304 -0.14
C 0.567 -3.132 -5.411 -0.14
I -0.489 -1.841 0.845 1.09
C 5.430 -1.628 -6.342 -0.13
O 10.681 -2.771 -1.370 -0.14
O 6.232 -3.721 -3.263 -0.14
O -5.170 -1.731 0.734 -0.06
N -4.056 -4.459 1.083 0.00
O 5.815 0.675 3.474 -0.14
N 0.941 1.154 0.869 -0.13
O -8.160 2.363 3.475 -0.13
H -7.883 -0.518 0.626 0.07
H 7.032 -0.618 4.537 0.08
H 7.787 -4.706 -2.312 0.08
H -7.764 3.572 5.083 0.08
O -9.114 -4.204 3.994 -0.14
H 1.759 6.126 2.138 0.08
H 0.496 4.937 1.693 0.08
O 1.857 -3.128 -4.816 -0.14
H -1.988 0.408 -2.098 0.16
H 4.865 4.357 -1.144 0.09
H -0.081 2.502 -3.281 0.13
H 6.991 4.020 -0.340 0.03
H -9.867 -0.234 4.178 0.07
C -6.514 -2.377 4.960 -0.14
H 4.269 2.182 6.563 0.08
H 9.395 4.940 -1.517 0.07
H -3.728 -4.264 2.025 0.06
H -0.395 0.799 -3.624 0.12
H 2.183 1.544 2.517 0.08
C 3.745 -0.236 -3.013 -0.15
H 2.199 -0.620 -4.485 0.10
H 5.780 0.229 5.474 0.07
H 6.456 -1.669 -5.968 0.07
H -10.595 0.123 1.143 0.07
H 2.445 1.884 -2.883 0.07
H 5.439 -1.352 -7.395 0.09
H -10.573 -2.055 6.235 0.08
C -1.148 0.077 -1.436 -0.35
C -2.068 0.889 0.908 -0.38
H -9.121 -2.453 2.905 0.05
H -5.120 0.320 3.727 0.05
H 7.220 1.119 4.927 0.08
H 4.246 2.979 0.577 0.06
H -1.187 -1.280 -2.815 0.09
C 10.149 -2.209 -0.174 -0.15
C -9.952 -0.514 5.226 -0.13
H -14.542 -1.813 0.942 0.08
H 5.102 -1.845 -2.223 0.09
O 8.376 -0.370 -4.298 -0.13
H 4.432 -0.195 -3.877 0.08
H 0.569 -2.522 -6.319 0.08
H -5.262 2.036 3.062 0.07
O -13.757 -0.259 -0.174 -0.13
H 10.326 0.225 -4.071 0.08
H 1.789 1.610 -4.489 0.11
O 4.845 2.593 -0.068 -0.13
H 4.340 2.147 -5.647 0.07
H 2.049 1.620 -0.828 0.11
S -1.983 2.425 -0.158 0.78
H 1.496 -0.112 -0.771 0.08
H 3.089 1.102 0.995 0.06
H 0.268 -4.154 -5.657 0.08
H 8.430 3.556 -2.079 0.07
H 5.754 -4.547 -3.383 0.08
C -4.609 1.289 3.558 -0.05
H 5.297 2.883 -2.046 0.08
H -3.600 -5.320 0.795 0.06
H 4.831 -3.127 -5.273 0.05
H -2.578 -3.674 -0.236 0.07
H -6.248 -3.393 4.662 0.08
O -3.349 0.911 1.461 -0.13
H -10.010 -1.292 0.236 0.07
C 9.757 -0.694 -4.207 -0.15
O -0.657 -1.127 -2.032 -0.11
C -9.277 -3.525 2.760 -0.16
H -10.604 0.198 5.737 0.08
H 6.535 2.792 -5.414 0.07
H 3.444 -2.432 -2.650 0.11
H 2.191 4.663 1.222 0.07
N 3.607 -1.472 -0.805 0.00
```

Calculated values
HOMO level: -8.691 eV
charge: 0
orbital gap: 0.3228 Eh


C46H43Br4N7O14 | ωB97M-V with the def2-TZVPD basis set

```
114
Properties=species:S:1:pos:R:3:lowdin_charge:R:1
H 0.508 25.939 -15.206 0.11
O 7.389 23.225 -7.656 0.08
C 0.403 25.595 -13.098 -0.08
Br 0.212 22.774 -10.186 0.75
O 5.997 22.080 -8.825 0.06
H 4.456 19.014 -11.387 0.11
H -5.114 25.471 -2.061 0.12
H 6.511 24.268 -5.654 0.12
C -2.065 22.712 -8.387 -0.62
H -1.493 23.635 -13.582 0.10
H -3.352 16.122 -6.929 0.05
O -6.719 21.692 -1.683 0.09
H 0.576 19.200 -8.348 0.06
N 2.870 19.740 -7.111 -0.35
H -5.482 22.465 -16.249 0.11
Br -3.145 17.905 -4.414 0.61
C 3.935 22.700 -7.206 -0.02
N 3.366 28.830 -7.228 -0.35
C 3.644 19.033 -10.672 -0.06
H -2.736 26.851 -5.317 0.13
C -2.331 24.855 -4.613 -0.15
C 1.890 25.540 -8.089 -0.08
H -5.629 22.478 -13.777 0.12
H -5.579 21.066 -3.691 0.12
C -2.177 17.760 -6.120 -0.72
N -1.244 24.640 -5.568 -0.31
C -2.619 23.868 -3.687 0.02
H 4.316 28.089 -9.628 0.12
C -1.729 27.371 -13.123 0.00
C -2.306 23.415 -15.535 -0.06
C -3.441 23.098 -16.274 -0.07
C 2.595 25.213 -9.232 -0.09
O -1.289 27.040 -9.666 0.08
C 5.213 23.127 -6.926 -0.14
H 3.741 22.137 -8.107 0.11
H -2.589 28.023 -13.044 0.12
C -4.333 25.298 -2.791 -0.11
C -0.813 23.477 -8.686 -0.68
C 1.245 18.977 -10.364 -0.08
C -0.014 26.171 -14.286 -0.08
C -3.613 24.110 -2.756 -0.05
H -2.607 23.258 -7.621 0.03
O 2.740 29.057 -6.211 0.08
C -3.020 26.050 -4.650 -0.01
C -6.081 23.125 -3.375 -0.18
H -1.349 23.574 -16.010 0.11
C -0.236 25.902 -11.906 -0.02
C 2.703 19.369 -8.513 -0.15
Br -1.601 21.038 -7.500 0.73
Br -1.249 16.068 -8.203 0.61
C 2.913 23.044 -6.344 -0.07
H 1.907 22.722 -6.578 0.09
C 1.425 19.230 -9.017 -0.04
H -1.151 18.083 -5.984 0.05
C -5.046 22.320 -5.356 -0.04
C -6.112 24.415 -3.866 -0.06
C 2.095 26.745 -7.454 0.01
H -1.011 24.519 -8.931 0.05
C 3.173 23.873 -5.259 -0.06
H 1.081 24.864 -7.843 0.06
H -4.623 21.495 -5.915 0.10
H -1.395 27.551 -15.219 0.11
N 6.283 22.781 -7.870 -0.34
C -3.551 22.998 -13.542 -0.14
C 4.473 24.258 -4.973 -0.06
H 2.374 24.039 -4.545 0.11
H 2.367 24.269 -9.698 0.03
O -0.995 25.525 -6.370 0.08
C 3.477 26.137 -9.787 -0.05
H 1.599 26.901 -6.506 0.12
N -3.619 23.020 -12.078 -0.33
N -6.695 22.842 -2.066 -0.34
N -1.938 27.153 -10.687 -0.34
H -5.406 25.695 -5.419 0.12
C -4.939 23.633 -5.809 -0.05
C -1.075 27.075 -14.302 -0.06
C 3.029 27.615 -7.974 -0.15
O -2.703 23.551 -11.479 0.03
H -4.609 27.187 -3.782 0.13
H 4.808 19.406 -8.896 0.12
H -3.835 23.395 -1.975 0.13
H -0.184 23.437 -7.799 0.00
H -3.359 23.058 -17.355 0.11
O -0.646 23.574 -5.509 0.04
H -2.652 22.498 -9.271 0.04
C -1.279 26.800 -11.946 -0.15
H -2.076 22.934 -3.688 0.13
C -4.630 22.753 -15.649 -0.06
H -2.044 15.612 -5.860 0.05
H 4.719 24.791 -4.064 0.11
H 0.056 25.443 -10.975 0.06
C 3.823 19.253 -9.315 0.00
C -4.697 22.719 -14.268 0.00
H 2.210 18.738 -12.253 0.11
O -7.125 23.792 -1.438 0.08
O 1.876 20.080 -6.500 0.06
C 5.507 23.915 -5.833 0.00
C -5.571 22.065 -4.100 0.00
C -5.479 24.672 -5.072 -0.08
H 0.245 18.818 -10.744 0.11
H 1.262 24.934 -13.128 0.11
C -2.379 23.384 -14.148 0.00
C -4.052 26.262 -3.755 -0.10
H 4.017 25.902 -10.695 0.11
O -4.585 22.502 -11.548 0.09
C 3.685 27.351 -9.155 -0.01
O 3.985 19.686 -6.634 0.09
H -6.540 25.227 -3.298 0.13
H -4.458 23.847 -6.754 0.11
H -2.711 18.455 -6.760 0.00
C -2.345 16.348 -6.598 -0.70
O 4.234 29.550 -7.691 0.07
C 2.362 18.918 -11.196 -0.07
O -3.097 27.514 -10.743 0.08
```

Calculated values
HOMO level: -9.119 eV
charge: 0
ΔE to the lowest compared entry with this formula, charge and spin: 129.0 kJ/mol
orbital gap: 0.2928 Eh
SMILES: O=[N+]([O-])c1ccccc1.O=[N+]([O-])c1ccccc1.O=[N+]([O-])c1ccccc1.O=[N+]([O-])c1ccccc1.O=[N+]([O-])c1ccccc1.O=[N+]([O-])c1ccccc1.O=[N+]([O-])c1ccccc1.BrCCBr.BrCCBr


H3OPS2 | ωB97M-V with the def2-TZVPD basis set

```
7
Properties=species:S:1:pos:R:3:lowdin_charge:R:1
P -0.492 0.990 0.260 0.54
O 1.384 -1.107 1.526 -0.58
H -1.966 1.369 0.138 -0.15
H -1.721 -0.678 0.316 0.07
S 2.381 -0.551 -1.205 0.13
S 0.938 -0.972 0.171 0.12
H -0.524 0.949 -1.207 -0.14
```

Calculated values
HOMO level: -9.317 eV
charge: 0
ΔE to the lowest compared entry with this formula, charge and spin: 623.6 kJ/mol
orbital gap: 0.2448 Eh


C2H4BrNS | ωB97M-V with the def2-TZVPD basis set

```
9
Properties=species:S:1:pos:R:3:lowdin_charge:R:1
H -1.857 1.513 -0.948 0.07
C -1.329 0.869 -0.175 -0.41
Br 3.324 -0.169 -0.091 0.20
H 0.914 -2.360 0.476 0.12
H -1.429 -0.251 -0.401 0.05
H -1.541 0.935 0.888 0.03
S 0.403 1.172 -0.364 0.83
N 0.500 -1.381 0.487 0.05
C 1.016 -0.327 0.128 -0.94
```

Calculated values
HOMO level: -9.759 eV
charge: 0
ΔE to the lowest compared entry with this formula, charge and spin: 51.0 kJ/mol
orbital gap: 0.3503 Eh
SMILES: [H]/N=C(\Br)SC


CH5N2S | ωB97M-V with the def2-TZVPD basis set

```
9
Properties=species:S:1:pos:R:3:lowdin_spin:R:1
N -0.909 0.458 -1.787 0.00
H 2.078 -2.243 1.790 0.06
C -0.620 0.268 -0.589 0.01
H -1.240 -0.295 -2.362 0.00
S 0.840 -1.832 1.905 0.93
H -0.216 2.130 0.061 0.00
H 0.907 0.880 0.678 0.00
H -0.915 -0.548 0.100 0.01
N 0.075 1.181 0.204 0.00
```

Calculated values
HOMO level (spin up / spin down): -9.255 / -9.240 eV
charge: 0
ΔE to the lowest compared entry with this formula, charge and spin: 56.2 kJ/mol
orbital gap (spin up / spin down): 0.3705 / 0.2363 Eh
2S+1: 2


C39H49FeN5O2 | ωB97M-V with the def2-TZVPD basis set

```
96
Properties=species:S:1:pos:R:3:lowdin_spin:R:1
C -0.491 -1.168 2.739 0.00
H -3.300 0.362 -6.699 0.00
C 6.057 2.496 -3.743 0.00
C 1.451 2.751 -0.083 0.00
H -3.258 -1.391 -6.409 0.00
C -2.798 -0.572 -6.969 0.00
C 4.408 0.802 -1.831 0.00
H 3.281 0.323 1.757 0.00
H 0.839 4.959 -4.076 0.00
H 2.642 2.790 1.964 0.00
Fe 0.181 -0.031 -0.185 3.75
H -2.358 0.213 -2.184 0.00
H 3.134 -2.095 -0.990 0.00
C -2.923 -3.989 -2.805 0.00
C 6.639 0.051 -3.769 0.00
N 1.075 -2.289 -0.672 0.03
H -0.852 -1.998 -8.210 0.00
C -3.763 -3.239 -1.966 0.00
C 1.435 -2.403 1.973 0.00
C 0.691 3.016 -1.276 0.00
H -1.136 -1.703 2.047 0.00
C 0.441 4.279 -3.332 0.00
C 5.545 1.084 -4.078 0.00
H 3.316 1.060 3.346 0.00
C -0.870 3.780 -3.443 0.00
H 0.385 0.691 -7.458 0.00
H 0.941 -3.945 -1.871 0.00
H 6.910 2.743 -4.382 0.00
H 1.136 -0.240 -5.513 0.00
H 6.303 -0.956 -4.033 0.00
H -1.484 4.085 -4.285 0.00
H 2.358 -1.037 3.678 0.00
C 5.225 1.023 -5.572 0.00
H 6.131 1.237 -6.143 0.00
C -3.246 -2.416 -0.994 0.00
C 4.320 0.788 -3.223 0.00
C 1.733 -0.326 3.128 0.00
C -1.005 -3.054 -1.644 0.00
C 0.608 0.017 -3.453 0.00
H 1.095 0.158 3.869 0.00
C -1.609 0.062 -2.946 0.00
N 2.087 0.266 -1.617 0.02
H -4.840 -3.306 -2.091 0.00
H 4.872 0.030 -5.866 0.00
C -0.706 0.663 -7.525 0.00
H -1.074 -2.657 -6.578 0.00
H 2.194 3.522 0.170 0.00
C -1.564 -3.902 -2.613 0.00
N -0.353 0.080 -2.529 0.02
H -0.901 -0.165 2.879 0.00
C 1.929 1.960 2.017 0.00
H -0.490 -1.689 3.707 0.00
H 1.651 -2.874 2.941 0.00
C 2.648 0.736 2.543 0.00
H 5.341 1.018 -1.324 0.00
H 3.164 -1.368 1.210 0.00
H 0.427 -1.821 -7.002 0.00
C -1.844 -2.253 -0.816 0.00
C 3.278 0.542 -1.083 0.00
H 2.183 4.329 -2.096 0.00
H 7.540 0.276 -4.347 0.00
H -2.405 2.554 -2.575 0.00
C -0.611 2.460 -1.402 0.01
H -3.338 -4.645 -3.560 0.00
H -0.978 0.554 -8.579 0.00
C -1.294 -0.497 -6.707 0.00
C 0.421 -3.086 -1.424 0.00
O -1.068 1.603 -0.549 0.04
C 2.713 -2.356 1.121 0.00
H -1.092 1.621 -7.166 0.00
O -1.379 -1.447 0.081 0.04
H 2.936 0.515 -4.834 0.00
C -1.977 -0.121 -4.270 0.00
C 2.441 -2.654 -0.355 0.00
C 1.984 0.255 -2.939 0.00
C 3.075 0.507 -3.764 0.00
C -0.992 -0.268 -5.233 0.00
N 0.874 -1.064 2.182 0.02
H 6.908 0.053 -2.711 0.00
H -0.893 -4.509 -3.217 0.00
C 0.327 -0.168 -4.796 0.00
H 6.381 2.570 -2.702 0.00
N 1.271 1.778 0.731 0.03
H -3.892 -1.831 -0.349 0.00
H 4.470 1.763 -5.852 0.00
H 0.671 -2.999 1.475 0.00
H -3.029 -0.150 -4.521 0.00
H 3.320 0.556 -0.001 0.00
H 1.164 2.249 2.747 0.00
C -0.656 -1.822 -7.149 0.00
C -1.388 2.926 -2.500 0.00
C 1.185 3.917 -2.235 0.00
H 5.274 3.241 -3.909 0.00
H -2.971 -0.752 -8.032 0.00
H 2.614 -3.718 -0.547 0.00
H 3.444 -3.071 1.503 0.00
```

Calculated values
HOMO level (spin up / spin down): -6.955 / -6.872 eV
charge: 0
ΔE to the lowest compared entry with this formula, charge and spin: 0.0 kJ/mol
orbital gap (spin up / spin down): 0.2608 / 0.2563 Eh
2S+1: 5


C4H10NOS | ωB97M-V with the def2-TZVPD basis set

```
17
Properties=species:S:1:pos:R:3:lowdin_charge:R:1
H -0.192 0.304 -2.127 0.14
N -0.226 -0.456 0.028 -0.15
H -1.095 -1.758 -1.285 0.09
C 0.812 1.341 1.075 -0.44
H 1.783 0.829 0.975 0.08
O 1.550 -0.475 -1.537 0.01
H -1.296 0.997 1.361 0.14
H 0.696 -1.012 0.303 0.23
H -2.118 -0.753 -0.383 0.11
C 0.361 0.206 -1.162 -0.56
H -1.482 -2.164 0.500 0.12
H 0.838 2.150 1.927 0.15
H 1.807 -0.066 -2.314 0.07
S 0.599 2.020 -0.644 0.94
C -0.347 0.434 1.288 -0.18
H -0.388 -0.152 2.297 0.18
C -1.301 -1.445 -0.301 0.06
```

Calculated values
HOMO level: -13.617 eV
charge: +1
ΔE to the lowest compared entry with this formula, charge and spin: 227.6 kJ/mol
orbital gap: 0.3877 Eh
SMILES: C[N@@H+]1CCS[C@H]1O